[1]
44
Properties=species:S:1:pos:R:3:forces:R:3:mulliken_charge:R:1 method="wB97M-V/def2-TZVPD" total_energy_ha=-740.41269 largest_force_ha_per_bohr=0.05173 charge=+1 lumo_ev=-2.33
O -0.6387 -2.0295 0.4459 0.354 0.157 -0.301 -0.1417
O 0.3648 1.9879 -0.3939 0.361 -0.072 -0.840 0.0284
O -2.0541 0.5282 0.3590 1.067 -0.590 -0.152 -0.2674
N -0.3104 -0.2461 -2.2673 -0.579 0.723 -0.237 -0.5742
N 1.8071 -0.5391 0.7762 0.643 0.736 -1.386 -0.5662
C 1.7368 -1.9228 0.2388 0.747 -1.294 2.200 0.5873
C -0.1470 1.1932 -2.6520 0.764 -0.378 -0.298 0.3345
C 0.8744 1.8788 -1.7332 -1.004 0.163 -0.277 -0.8578
C 3.0496 -2.6671 0.5786 -0.039 0.106 -1.053 -1.5757
C -1.8238 -2.6396 0.9220 -0.325 1.145 0.234 -0.9938
C -2.3135 1.0273 1.6705 -0.387 0.486 -0.023 -0.3806
C 0.5585 -2.6352 0.8997 -0.037 0.266 0.002 -0.8741
C 1.0108 3.0439 0.3198 -0.433 -0.949 0.894 -1.0040
C -1.1428 0.7176 2.6040 -1.304 -0.381 0.205 -0.7615
C -1.4470 1.9721 -2.7347 -0.193 0.202 0.741 -1.4269
Li -0.1054 0.0467 -0.1244 -0.478 -0.318 0.266 0.6344
H -2.6591 -2.0882 0.4887 0.099 -0.268 -0.444 0.2436
H 0.5813 3.9963 0.0142 0.424 0.154 -0.076 0.2985
H 0.5626 -3.7043 0.6662 0.025 0.011 -0.083 0.4919
H 1.6104 -1.9923 -0.8388 -0.147 0.655 -0.105 0.0037
H 3.7901 -2.2498 -0.1100 0.255 -0.186 0.198 0.4156
H -1.2515 1.3266 3.5020 0.227 0.317 -0.171 0.3823
H 3.4282 -2.5348 1.5900 -0.329 0.118 0.159 0.3847
H -1.2767 -0.2927 2.9953 0.539 -0.194 -0.339 0.2043
H -2.4719 2.1090 1.6318 -0.008 -0.014 -0.099 0.3810
H 0.3413 -0.7737 -2.8415 0.168 -0.089 0.309 0.2627
H -0.1824 0.8749 2.1256 0.141 -0.043 0.100 0.0462
H -1.8612 -3.6935 0.6621 -0.046 -0.140 0.211 0.3590
H 1.8071 1.3125 -1.7068 0.245 0.199 -0.167 0.2955
H -1.3547 2.7710 -3.4676 -0.160 -0.164 -0.205 0.4046
H -3.2405 0.5641 2.0176 0.087 0.098 0.278 0.3911
H 0.7772 2.8514 1.3704 -0.153 0.301 -0.064 0.2662
H -1.2093 -0.5014 -2.6785 0.061 -0.319 0.453 0.2125
H -2.7118 0.7270 -0.3073 -0.382 0.321 0.303 0.1690
H 2.5594 -0.0696 0.2565 -0.514 0.046 -0.374 0.2326
H 2.0988 2.9562 0.2693 -0.016 0.358 -0.456 0.3815
H 2.9834 -3.7356 0.3686 -0.020 0.020 0.010 0.4103
H -1.9529 -2.4119 1.9861 0.279 -0.682 0.194 0.3505
H 2.2813 -0.4921 1.6783 -0.716 -0.712 0.340 0.2784
H 0.6445 -2.5229 1.9888 -0.013 -0.083 0.049 0.3385
H 0.9863 2.8812 -2.1537 0.522 0.031 0.124 0.4913
H -1.6808 2.4759 -1.7919 0.059 -0.190 0.060 0.2633
H 0.2747 1.1796 -3.6645 0.205 0.335 0.153 0.4999
H -2.2932 1.3209 -2.9595 0.015 0.120 -0.331 0.3802

***

[2]
48
Properties=species:S:1:pos:R:3:forces:R:3:mulliken_charge:R:1 method="wB97M-V/def2-TZVPD" smiles="CC(N)=O.CC(N)=O.CC(N)=O.CC(N)=O.CO.CO" total_energy_ha=-1068.32862 largest_force_ha_per_bohr=0.05985 charge=0 lumo_ev=0.09
O 2.0485 1.5267 -0.4659 -1.488 1.250 0.219 -0.4571
O 0.1193 -0.7965 -5.9035 -0.925 -0.210 -1.036 -0.6403
O -2.3576 0.6327 -0.5332 -1.661 0.242 0.705 -0.5568
O -1.8047 1.8630 2.0808 -0.487 0.088 0.051 -0.7021
O 1.7170 -1.0898 -1.1322 0.279 -0.585 0.790 -0.6198
O -4.4115 -2.2105 1.9068 1.737 -0.367 0.259 -0.6703
N 0.9661 -1.6923 -4.0544 0.499 1.100 1.427 -0.2820
N -1.1390 3.7344 3.1168 -0.470 2.685 1.429 -0.3568
N 1.5882 -1.5912 1.0958 0.255 0.031 1.091 -0.2233
N -3.7457 -0.1971 2.5452 1.161 0.045 0.337 -0.2918
C -0.9394 2.5843 2.5528 1.424 -2.283 -0.815 0.3799
C 1.5101 -1.8928 -0.2192 -1.142 -0.593 -0.568 0.6917
C 0.4972 2.1265 2.5228 1.215 -0.604 -0.486 -0.7210
C 0.9184 -3.3111 -0.5183 1.255 1.114 -0.129 -1.1867
C 0.9654 0.7892 -4.3863 -0.085 -0.346 1.110 -0.7537
C 3.2646 1.5452 0.1762 1.077 -0.668 -0.226 -0.7830
C -1.9732 -1.7720 1.8716 -0.137 0.150 0.607 -0.3023
C 0.6047 -0.6325 -4.8109 0.512 0.324 -1.809 0.6946
C -1.1483 0.3016 -1.1013 0.255 0.102 0.039 0.0945
C -3.4508 -1.4716 2.1368 -2.291 0.658 -0.522 0.4728
H 1.4432 -2.2583 1.8402 -0.186 -0.444 -0.664 0.2240
H -1.6049 -2.6024 2.4741 -0.443 -0.437 -0.255 0.4923
H 1.8526 -0.7110 1.5145 0.102 0.322 -0.962 0.0920
H -1.2998 0.5116 -2.1601 0.660 -0.261 -0.079 0.1692
H 3.3766 0.6945 0.8483 0.169 -0.256 0.268 0.2901
H 4.0223 1.4436 -0.6008 0.671 0.223 0.327 0.3255
H -1.8364 -1.9509 0.8051 -0.026 -0.093 0.124 -0.0230
H -3.0280 0.5129 2.5760 -0.133 -0.036 0.067 0.2419
H 1.9831 0.8197 -3.9970 -0.023 0.060 0.198 0.2738
H 1.4020 -4.0799 0.0842 -0.317 0.063 0.284 0.4595
H -0.3509 4.2857 3.4252 -0.248 -0.182 0.019 0.2103
H -0.9210 -0.7471 -0.9095 0.233 -0.282 -0.391 -0.0072
H 0.2711 1.0796 -3.5979 0.197 0.091 0.287 0.0850
H -1.3233 -0.9616 2.2017 -0.207 0.405 -0.312 -0.0255
H -4.6988 0.0995 2.6994 0.137 -0.459 -0.262 0.2009
H -0.1599 -3.2516 -0.3702 0.087 -0.210 0.036 0.2337
H 0.9991 2.3251 1.5758 -0.482 0.163 -0.429 0.2550
H 0.8669 1.5585 -5.1522 -0.081 -0.678 -0.360 0.3081
H 1.2229 2.5034 3.2435 -0.544 0.329 0.469 0.4910
H 3.4364 2.4343 0.7830 -0.258 0.221 -0.296 0.2788
H 0.8242 -2.6566 -4.3190 -0.127 0.492 -0.112 0.1761
H 0.5319 1.0392 2.5911 -0.301 -0.014 0.121 -0.0259
H -2.2330 0.7929 0.4051 -0.065 0.189 0.155 0.3121
H -0.3676 0.9077 -0.6416 0.418 0.070 -0.449 0.0820
H -2.0600 4.0782 3.3484 0.031 -0.115 -0.357 0.2713
H 1.3630 -1.4141 -3.1683 0.040 -0.841 0.282 0.2085
H 1.1627 -3.5488 -1.5536 -0.277 0.130 0.018 0.2805
H 1.8962 0.6500 -0.8260 -0.009 -0.583 -0.198 0.3335

***

[3]
42
Properties=species:S:1:pos:R:3:forces:R:3:mulliken_charge:R:1 method="wB97M-V/def2-TZVPD" smiles=CC(C)O.CC(C)O.CC(C)O.CO total_energy_ha=-698.55908 largest_force_ha_per_bohr=0.21534 charge=0 lumo_ev=0.52
O 10.4440 31.4380 -18.2000 1.873 1.989 0.113 -0.5572
O 6.1730 29.3560 -16.7210 -3.480 -6.906 -7.926 -0.5999
O 12.4440 28.2460 -14.7840 -1.833 -7.014 6.451 -0.4909
O 8.5550 29.0200 -17.9540 0.084 6.053 7.609 -0.6307
C 5.8660 30.1550 -14.5660 -1.008 0.212 -1.273 -1.6769
C 8.9080 28.8150 -20.2740 -1.487 -1.046 -1.432 -1.5811
C 8.7390 28.1580 -18.8500 2.361 -4.002 -6.264 0.8314
C 9.4220 31.7070 -17.3220 -2.697 -0.029 -0.627 -0.1249
C 12.1530 28.8590 -17.0210 1.187 -1.328 0.004 -0.2777
C 7.6920 27.1370 -18.7680 -1.773 -2.071 -0.476 -1.5709
C 6.3680 31.7230 -16.4050 -2.644 1.464 -2.101 -1.6616
C 12.6570 29.1250 -15.6280 0.871 7.955 -4.899 0.3561
C 6.4400 30.2870 -15.9540 6.373 5.324 6.476 1.5670
C 12.0520 30.4120 -15.1440 -1.702 2.931 -0.320 -1.1376
H 12.0780 31.2000 -15.9550 -0.130 -0.913 0.591 0.2443
H 5.3790 32.1990 -16.1790 0.383 -0.492 0.396 0.4297
H 9.7210 29.4460 -20.5920 1.127 -0.072 0.918 0.3820
H 7.0950 32.4300 -15.9920 0.171 -0.529 -0.276 0.2766
H 4.8600 30.0050 -14.8430 -1.879 -0.521 0.308 0.4733
H 12.7560 29.4790 -17.6660 0.159 -0.266 -0.709 0.4002
H 6.8270 29.3300 -17.4910 -1.161 0.003 1.453 0.4933
H 8.8090 28.0780 -21.1170 0.374 0.058 1.051 0.3710
H 12.4910 30.9480 -14.3010 0.571 -0.626 0.208 0.4191
H 6.2560 31.7760 -17.5390 0.980 -0.042 1.197 0.4180
H 5.8480 31.1140 -14.1230 0.429 0.836 0.994 0.3897
H 7.5210 30.0770 -15.8050 0.791 1.243 0.804 -0.4431
H 10.3420 30.5660 -18.4750 -0.230 -2.296 -0.874 0.1966
H 12.3270 27.7690 -17.0900 -0.049 0.386 -1.011 0.3342
H 9.4540 32.7630 -17.0550 0.224 -0.158 0.375 0.3999
H 9.3670 31.0130 -16.4620 0.228 0.615 -0.106 -0.0812
H 8.9060 28.6010 -17.1150 -0.946 1.301 -0.873 0.3897
H 9.6450 27.6280 -18.5940 0.994 -0.345 -0.638 0.1934
H 6.9220 27.2700 -19.4760 -0.781 0.228 -1.573 0.4597
H 8.1430 26.1730 -18.9710 -0.353 -0.470 0.198 0.3614
H 8.0910 29.4740 -20.5790 -0.642 0.025 0.842 0.3765
H 6.1750 29.3580 -13.9310 0.582 -0.510 0.279 0.3777
H 7.0170 27.1290 -17.8910 1.247 -0.023 0.394 0.3535
H 13.7220 29.3030 -15.7500 0.694 0.300 -0.154 0.2312
H 10.9580 30.3510 -14.8260 1.202 -0.478 -0.659 0.1383
H 11.1400 29.0860 -17.2260 -1.213 0.142 0.213 -0.6024
H 13.0750 27.5580 -14.9300 0.281 -1.184 0.348 0.4096
H 8.4540 31.5690 -17.9010 0.823 0.255 0.969 0.1631